Here is a gas-phase ion, C7H8N (charge +1) at a distorted geometry from the OMol25 dataset. Energies are from ωB97M-V with the def2-TZVPD basis set.

Values from the calculation:
E in eV: -8865.7542
Gap between HOMO and LUMO in eV: 8.480
Maximum force in eV Å⁻¹: 4.39
SMILES: C=CC=[N+]=C=C=CC
Total charge: +1
ΔE to the lowest compared entry with this formula, charge and spin in kcal per mole: 62.7

The geometry in XYZ format:
```
16
Properties=species:S:1:pos:R:3:forces:R:3:lowdin_charge:R:1
C -0.91706 1.20521 -0.21227 -4.1 -1.2 1.0 -0.0039
C -2.17751 1.20632 0.09330 2.6 -0.5 0.3 0.0986
C 3.66906 0.33340 0.31411 -0.6 0.4 0.3 0.1103
C 2.43497 -0.05686 -0.02288 0.5 -2.6 -0.9 -0.1245
C 1.35293 0.79707 -0.31502 1.5 0.7 0.4 -0.0896
C -2.39436 -0.07356 0.56884 -3.2 0.5 -0.5 -0.0061
C -2.96459 -1.09514 -0.37112 0.4 3.1 1.5 0.0028
N 0.13157 0.52143 -0.26337 0.8 0.0 -0.4 0.1610
H 4.42573 -0.40683 0.45734 0.4 -0.3 0.1 0.0758
H 3.94412 1.35148 0.58587 -0.2 -0.1 -0.4 0.0915
H 2.23061 -1.13518 -0.25346 0.3 0.9 0.6 0.1379
H 1.61638 1.77116 -0.58187 0.4 1.8 -0.3 0.1374
H -2.32055 -0.40292 1.61539 0.4 0.6 -0.2 0.1540
H -3.15728 -0.62255 -1.28314 -0.4 0.1 -1.5 0.0885
H -3.71894 -1.68618 0.02800 -1.7 -0.8 0.8 0.0912
H -2.15506 -1.70685 -0.35973 2.7 -2.5 -0.8 0.0750
```
Positions in Å, forces in eV/Å.

Here is a molecular structure, C16H34Cl8CuN3O4 at a distorted geometry from the OMol25 dataset. Energies are from ωB97M-V with the def2-TZVPD basis set.

Values from the calculation:
E in eV: -174599.8853
Gap between HOMO and LUMO (spin up / spin down) in eV: 5.660 / 2.949
Maximum force in eV Å⁻¹: 5.04
Total charge: +2
2S+1: 3

The geometry in XYZ format:
```
66
Properties=species:S:1:pos:R:3:forces:R:3:mulliken_spin:R:1
Cu -2.41976 1.27381 -3.47200 0.4 0.2 0.9 0.0113
C -0.97625 -0.07484 0.36649 -1.0 -0.3 0.3 -0.0143
C -0.29088 0.79898 -0.63330 -1.0 0.3 0.7 -0.0291
O -1.14457 1.30977 -1.65310 1.4 -0.7 0.2 0.8419
H -1.95301 0.34341 0.60965 -0.3 -0.3 -0.4 -0.0053
H -0.52586 -0.06775 1.35906 0.6 -0.1 -0.3 0.0025
H -1.05457 -1.09448 -0.01072 -0.3 -0.1 0.3 0.0168
H 0.60462 0.28023 -0.97544 0.1 -0.1 -1.3 0.0828
H 0.20781 1.57704 -0.05535 -0.2 1.1 -0.4 0.0763
Cl 3.18354 0.05444 -4.18954 -0.3 0.4 0.2 -0.0012
C 3.15900 -1.63512 -3.61941 -1.1 -0.4 0.6 0.0003
C 2.07005 -1.90135 -2.52623 0.7 2.6 0.2 0.0039
Cl 1.87424 -3.54508 -2.18157 -0.3 -2.2 0.0 0.0004
H 4.19019 -1.80124 -3.30773 -0.4 -0.6 0.1 0.0001
H 2.83716 -2.24446 -4.46394 0.6 0.0 -0.1 -0.0002
H 1.11127 -1.44041 -2.76367 0.0 -0.2 -0.8 0.0016
H 2.26687 -1.45393 -1.55197 0.8 0.3 -0.1 -0.0039
Cl -5.78721 -3.83994 0.14563 0.8 -0.1 -0.9 0.0000
C -4.63269 -3.44035 -1.24041 -0.3 -0.1 1.3 0.0001
C -3.19540 -3.38774 -0.74703 -0.4 0.6 0.5 0.0003
Cl -2.46195 -4.98062 -0.60757 0.2 -0.2 -0.1 0.0000
H -4.95733 -2.44174 -1.53279 0.1 -0.2 -0.3 0.0000
H -4.72157 -4.19772 -2.01926 -0.3 0.2 0.1 0.0000
H -3.12889 -2.93289 0.24129 -0.2 0.0 0.0 0.0002
H -2.62034 -2.73085 -1.39964 0.2 -0.3 -0.3 0.0000
C 2.02474 -1.91072 1.47484 0.1 -2.6 -0.8 -0.0002
O 2.93557 -1.28303 1.00436 1.3 2.6 -0.4 0.0001
N 2.11513 -3.26161 1.48520 -2.4 -0.6 0.1 -0.0001
C 0.90936 -4.07674 1.59384 -0.3 -0.1 1.2 -0.0001
C 3.28892 -4.03947 1.15947 0.5 0.3 0.8 0.0000
H 1.06501 -1.48946 1.81199 0.1 -0.2 0.2 0.0002
H 0.54497 -4.54073 0.67731 0.5 0.1 -0.3 0.0000
H 0.05757 -3.53982 2.01129 0.1 0.5 -0.1 0.0001
H 1.10689 -4.84211 2.34437 -0.1 -0.3 -0.2 0.0000
H 3.33211 -4.37847 0.12443 0.2 0.5 -0.1 0.0000
H 4.13868 -3.46369 1.52620 0.3 -0.1 -0.7 0.0000
H 3.27718 -4.94790 1.76172 -0.2 0.0 0.1 0.0000
C -3.38095 3.55021 0.38458 -1.6 1.9 -1.0 0.0281
O -4.15832 4.23803 -0.31673 1.9 -2.0 1.1 0.0098
N -3.24039 3.70416 1.70660 0.9 -1.3 0.8 -0.0008
C -2.28166 2.92762 2.51678 0.5 0.2 -1.0 -0.0021
C -3.89923 4.73679 2.40053 -0.4 2.6 0.7 0.0000
H -2.67210 2.79390 0.01346 -0.1 -0.2 -0.4 -0.0245
H -2.69798 2.34970 3.34188 -0.3 0.3 -0.2 0.0002
H -1.48809 3.57348 2.89256 -0.2 0.3 0.2 0.0002
H -1.74228 2.23228 1.87362 -0.2 -0.2 -0.2 0.0024
H -3.19580 5.24520 3.05993 0.1 -0.5 0.5 0.0000
H -4.15705 5.58994 1.77303 -0.3 -0.5 -0.6 0.0003
H -4.80442 4.50936 2.96357 0.1 -0.6 0.0 0.0001
C 3.17428 2.95099 -2.09392 -2.8 -1.6 -1.6 -0.0815
O 2.90516 3.67588 -3.02972 1.0 0.5 0.9 0.3584
N 4.29281 2.97314 -1.33900 4.7 0.1 1.7 0.6211
C 4.85201 1.80250 -0.62941 -0.9 -0.7 0.1 0.0024
C 5.30534 4.01151 -1.51815 -0.7 1.3 -0.4 0.0083
H 2.52329 2.08522 -1.89680 0.2 0.1 0.3 -0.0575
H 5.73621 1.42701 -1.14449 -0.1 0.0 -0.9 0.0501
H 4.13413 0.99628 -0.47852 -0.1 0.1 -0.2 0.0008
H 5.34222 1.98196 0.32746 -0.5 1.0 0.3 0.0336
H 6.08648 3.70660 -2.21453 -0.3 -0.3 -0.6 0.0388
H 4.78490 4.90694 -1.85794 0.3 0.0 -0.3 0.0062
H 5.91927 4.28071 -0.65866 -0.6 -0.5 0.7 0.0217
C -4.73760 -0.14352 2.69939 -0.7 -1.3 -1.4 -0.0001
Cl -5.90845 -1.36694 3.21074 0.2 0.4 0.5 0.0000
Cl -4.78665 -0.37069 0.83145 0.6 0.6 0.9 -0.0003
Cl -5.18313 1.46178 3.08646 -0.6 0.5 0.1 0.0000
Cl -3.15257 -0.48318 3.34943 0.3 -0.3 -0.1 0.0000
```
Positions in Å, forces in eV/Å.